The following is a DFT calculation (wB97M-V/def2-TZVPD) of the ion C6H11O with charge -1.

HOMO   -2.26 eV
Max |F|   1.560 eV/A
ΔE to the lowest compared entry with this formula, charge and spin   7.0 kcal per mole
Energy   -310.40567 a.u.

```
! wB97M-V def2-TZVPD RIJCOSX def2/J DEFGRID3
* xyz -1 1
C 2.21 -1.22 -0.07
O 3.24 -1.33 0.75
C 0.87 -0.76 0.64
C -0.23 -0.59 -0.40
C -1.07 0.66 -0.34
C -1.11 1.50 -1.35
C -1.68 1.03 1.00
H 1.88 -2.11 -0.69
H 2.37 -0.46 -0.91
H 1.13 0.13 1.21
H 0.72 -1.57 1.35
H -0.89 -1.47 -0.34
H 0.17 -0.63 -1.42
H -1.58 2.47 -1.27
H -0.64 1.17 -2.27
H -1.40 2.01 1.38
H -1.23 0.34 1.74
H -2.75 0.86 1.01
*
```

=====

The following is a DFT calculation (wB97M-V/def2-TZVPD) of a cluster of 2 separate species, C3H3Br3F2N3 in total.

HOMO (alpha / beta)   -12.65 / -12.65 eV
Max |F|   4.156 eV/A
ΔE to the lowest compared entry with this formula, charge and spin   36.8 kcal per mole
Energy   -8201.71676 a.u.

```
! wB97M-V def2-TZVPD RIJCOSX def2/J DEFGRID3
* xyz 1 1
C 0.26 -0.38 -1.21
C 0.39 -0.68 1.15
C -1.16 0.83 0.15
N 0.44 -1.23 -0.17
N -0.66 0.25 1.30
N -0.80 0.47 -1.07
F -1.99 1.82 0.33
F -1.67 -0.04 2.21
Br 0.84 -0.84 -2.93
Br 2.11 0.27 1.63
Br 1.84 2.00 -1.18
H 0.31 -1.57 1.93
H 1.03 -1.99 -0.29
H -0.95 1.09 -1.85
*
```